No. 1
ORCA calculation (the ωB97M-V functional and the def2-TZVPD basis) on an isolated molecule of C5H8N2O at a distorted geometry.

Properties
E_HOMO in eV: -9.079
SMILES: O=C1C[C@@H]2N[C@H]2CN1
Charge: 0
Frontier orbital gap in eV: 9.86

Each line ends with the Löwdin charge.
CARTESIAN COORDINATES (ANGSTROEM)
C (-1.39277, -0.10470, -0.01217)  -0.37
C (-0.32392, -1.38242, 0.08135)  -0.05
C (0.96219, -0.82414, -0.48568)  -0.27
C (1.23166, 0.29520, 0.37176)  -0.41
C (0.61176, 1.56252, -0.02658)  -0.14
H (-0.78088, -2.17178, -0.52012)  0.10
H (-0.26859, -1.69935, 1.13878)  0.12
H (0.80389, -0.68568, -1.56603)  0.15
H (2.56167, -1.06050, 0.75969)  0.11
H (1.07625, 0.18849, 1.48758)  0.17
H (1.00921, 1.92461, -1.00162)  0.14
H (0.58360, 2.31865, 0.73456)  0.11
H (-1.36299, 1.87840, 0.20450)  0.11
N (2.30484, -0.46910, -0.02020)  0.11
N (-0.80004, 1.18080, -0.21744)  0.07
O (-2.58617, -0.36918, 0.10676)  0.04

No. 2
ORCA calculation (the ωB97M-V functional and the def2-TZVPD basis) on a structure of composition C5H8N2O at a distorted geometry.

Properties
E_HOMO in eV: -9.348
Charge: 0
Frontier orbital gap in eV: 9.88

Each line ends with the Löwdin charge.
CARTESIAN COORDINATES (ANGSTROEM)
C (0.11760, 0.15164, 0.70717)  -0.30
C (0.24644, -1.09086, 1.58375)  -0.10
C (0.33306, -1.84774, 0.31989)  -0.19
C (-0.35364, 0.81984, -1.64354)  -0.22
C (-0.19725, 1.86263, -0.51361)  -0.14
H (-0.86763, -0.28732, 0.64161)  0.12
H (0.73755, -0.02280, -0.13073)  0.07
H (-0.61691, -1.18391, 2.17692)  0.11
H (1.23997, -1.21302, 2.03233)  0.13
H (0.43266, -2.84213, 0.40710)  0.07
H (-0.61036, 1.25881, -2.57500)  0.10
H (-1.33505, 2.12915, -0.57620)  0.15
H (0.59408, 2.76037, -0.51938)  0.17
N (0.40627, -1.69135, -1.00933)  0.10
N (-0.21136, -0.39431, -1.82525)  0.04
O (0.08458, 1.59101, 0.92428)  -0.12